Record 1
A molecular structure, C21H36N6O5SV in a non-equilibrium geometry. Source: OMol25; level of theory: ωB97M-V with the def2-TZVPD basis set.

Each line ends with the Mulliken spin population.
Element x y z (Å)
1 V -0.049 -0.038 -0.804  2.6379
2 O 2.184 -2.697 -0.706  0.0087
3 C 1.719 -2.854 0.608  0.0504
4 C 0.254 -3.290 0.702  -0.0290
5 N -0.710 -2.200 0.736  0.0560
6 C -1.986 -2.576 0.157  0.0096
7 C -2.041 -2.399 -1.374  0.0039
8 O -2.920 -3.031 -1.980  0.0061
9 O -1.206 -1.580 -1.859  -0.0418
10 C -0.816 -1.594 2.040  0.0197
11 C -1.619 -0.286 2.028  -0.0167
12 O -2.216 0.026 3.076  0.0046
13 O -1.551 0.380 0.956  -0.0217
14 H 1.966 -1.780 -1.034  -0.0034
15 H 1.880 -1.938 1.196  0.0148
16 H 2.328 -3.642 1.070  0.0015
17 H 0.110 -3.944 1.588  -0.0010
18 H 0.055 -3.900 -0.181  -0.0055
19 H -2.768 -1.935 0.567  -0.0026
20 H -2.260 -3.613 0.398  0.0049
21 H 0.195 -1.319 2.364  -0.0109
22 H -1.231 -2.277 2.803  0.0085
23 N -1.637 1.111 -1.983  0.0183
24 C -2.192 2.343 -1.439  0.0098
25 C -1.103 3.358 -1.130  0.0220
26 C -0.313 3.062 0.136  0.0056
27 N 0.629 1.968 -0.053  0.0502
28 H -1.386 1.181 -2.960  -0.0012
29 H -2.268 0.322 -1.891  -0.0035
30 H -2.726 2.091 -0.519  -0.0080
31 H -2.918 2.803 -2.127  0.0001
32 H -1.565 4.348 -1.040  -0.0008
33 H -0.417 3.422 -1.985  -0.0001
34 H -1.002 2.730 0.916  -0.0073
35 H 0.174 3.985 0.483  0.0005
36 H 1.068 1.713 0.824  -0.0395
37 H 1.368 2.152 -0.725  0.0154
38 C 1.224 0.998 -4.206  0.0500
39 C 2.580 0.916 -3.572  -0.0100
40 C 3.693 1.401 -4.225  -0.0311
41 C 4.981 1.347 -3.679  0.0892
42 C 5.099 0.759 -2.413  -0.0297
43 C 4.027 0.248 -1.714  0.0322
44 C 4.213 -0.347 -0.347  0.0285
45 C 2.673 0.305 -2.247  0.0640
46 N 1.625 -0.130 -1.593  0.0268
47 H 1.304 1.150 -5.289  0.0016
48 H 0.623 1.827 -3.806  0.0061
49 H 0.647 0.089 -4.009  0.0000
50 H 3.553 1.835 -5.216  -0.0045
51 H 5.844 1.732 -4.210  0.0127
52 H 6.080 0.700 -1.938  -0.0038
53 H 5.216 -0.135 0.035  0.0015
54 H 4.051 -1.430 -0.334  0.0035
55 H 3.475 0.058 0.356  -0.0079
56 C 0.089 -0.123 5.356  0.0003
57 N 0.886 1.075 5.480  0.0006
58 C 1.159 1.663 6.778  0.0002
59 C 1.984 2.880 6.378  0.0000
60 N 2.643 2.364 5.191  -0.0002
61 C 1.869 1.392 4.602  0.0009
62 S 2.090 0.744 3.110  0.0188
63 H -0.801 -0.013 5.972  -0.0001
64 H 0.656 -1.007 5.670  -0.0001
65 H -0.223 -0.245 4.321  -0.0049
66 H 1.738 0.969 7.402  0.0000
67 H 0.236 1.922 7.296  0.0000
68 H 2.697 3.179 7.144  0.0000
69 H 1.329 3.724 6.137  0.0001
70 H 3.142 2.958 4.553  0.0001

Output
**Charge**: -2
**Multiplicity**: 4
**LUMO energy (spin up / spin down)**: 3.77 / 3.77 eV
**Gap between HOMO and LUMO (spin up / spin down)**: 2.48 / 3.75 eV
**Highest occupied orbital energy (spin up / spin down)**: 1.297 / 0.025 eV
**Expectation value of S²**: 3.775

Record 2
A molecular structure, C22H33BF6N20O2Tl in a non-equilibrium geometry. Source: OMol25; level of theory: ωB97M-V with the def2-TZVPD basis set.

Each line ends with the Mulliken spin population.
Element x y z (Å)
1 Tl -0.193 -0.586 0.281  -0.0273
2 C 3.519 -1.510 -2.241  0.2907
3 C 2.170 -2.038 -1.897  -0.1072
4 N 1.811 -1.206 -0.753  0.4062
5 N 2.919 -0.507 -0.402  0.4283
6 C 3.920 -0.680 -1.316  -0.1332
7 B 2.900 0.339 0.978  0.0068
8 N 2.307 -0.651 1.988  -0.0036
9 C 3.065 -1.479 2.655  -0.0056
10 C 2.268 -2.518 3.149  -0.0003
11 C 0.980 -2.101 2.855  0.0029
12 N 1.021 -0.952 2.163  0.0009
13 N 2.070 1.594 0.786  -0.0181
14 C 2.452 2.888 0.875  0.0033
15 C 1.343 3.675 0.754  -0.0015
16 C 0.264 2.785 0.477  0.0050
17 N 0.764 1.550 0.521  0.0022
18 N 4.240 0.740 1.476  -0.0058
19 C 4.562 1.001 2.792  -0.0004
20 C 5.703 1.762 2.762  0.0005
21 C 6.014 1.927 1.413  0.0003
22 N 5.110 1.335 0.661  0.0029
23 H 4.080 -1.799 -3.141  0.0017
24 H 2.179 -3.143 -1.674  0.0832
25 H 4.822 -0.152 -1.185  -0.0051
26 H 4.123 -1.404 2.527  -0.0040
27 H 2.542 -3.432 3.711  0.0000
28 H -0.013 -2.488 3.095  0.0004
29 H 3.470 3.248 0.927  0.0003
30 H 1.307 4.764 0.802  -0.0001
31 H -0.781 2.923 0.256  0.0009
32 H 3.974 0.622 3.623  0.0000
33 H 6.133 2.111 3.661  0.0000
34 H 6.828 2.487 1.003  0.0000
35 C -3.357 0.441 4.128  0.0000
36 N -3.584 -0.825 3.369  0.0000
37 C -4.394 -1.913 3.936  0.0000
38 C -2.954 -0.965 2.198  0.0002
39 N -1.962 -0.221 1.740  0.0002
40 N -3.367 -1.952 1.306  0.0000
41 C -2.635 -2.704 0.423  0.0002
42 N -3.225 -3.872 0.067  -0.0001
43 N -1.466 -2.413 -0.061  -0.0019
44 H -4.296 0.634 4.654  0.0000
45 H -3.225 1.217 3.426  0.0000
46 H -2.556 0.422 4.808  0.0000
47 H -3.818 -2.837 3.892  0.0000
48 H -5.361 -2.000 3.452  0.0000
49 H -4.526 -1.755 5.024  0.0000
50 H -1.760 0.469 2.437  0.0000
51 H -4.230 -2.414 1.555  0.0000
52 H -4.091 -4.238 0.525  0.0000
53 H -2.860 -4.262 -0.737  0.0000
54 H -1.075 -3.162 -0.596  0.0003
55 C 2.412 -3.766 -4.337  0.0056
56 C 1.128 -3.032 -3.963  0.0069
57 O 1.178 -1.968 -2.964  0.0534
58 C 0.012 -4.053 -3.581  0.0005
59 F 0.332 -4.560 -2.357  0.0033
60 F 0.012 -5.103 -4.432  0.0001
61 F -1.247 -3.529 -3.464  0.0005
62 C 0.676 -2.178 -5.236  0.0069
63 F 1.661 -1.451 -5.776  0.0008
64 F 0.261 -2.984 -6.215  0.0004
65 F -0.328 -1.346 -4.919  0.0001
66 H 2.711 -4.359 -3.516  -0.0016
67 H 3.184 -3.096 -4.623  -0.0024
68 H 2.140 -4.362 -5.186  0.0010
69 N -2.695 7.669 0.418  0.0000
70 N -3.392 6.448 0.397  0.0000
71 N -4.670 6.320 0.434  0.0000
72 C -4.792 5.017 0.459  0.0000
73 N -3.581 4.380 0.378  0.0000
74 N -2.700 5.352 0.357  0.0000
75 H -2.448 7.920 -0.572  0.0000
76 H -3.420 8.349 0.709  0.0000
77 H -5.753 4.628 0.567  0.0000
78 N -2.318 2.533 -2.271  0.0002
79 C -1.629 1.342 -2.306  0.0019
80 N -1.034 1.010 -3.485  -0.0001
81 O -1.530 0.674 -1.262  -0.0013
82 H -2.552 3.074 -3.081  0.0000
83 H -2.964 2.649 -1.509  -0.0001
84 H -1.185 1.547 -4.305  -0.0003
85 H -0.598 0.121 -3.486  0.0010

Output
**Charge**: +2
**Multiplicity**: 2
**LUMO energy (spin up / spin down)**: -5.19 / -5.70 eV
**Gap between HOMO and LUMO (spin up / spin down)**: 7.68 / 7.80 eV
**Highest occupied orbital energy (spin up / spin down)**: -12.872 / -13.494 eV
**Expectation value of S²**: 0.765

Record 3
A molecular structure, C27H27BrO2S2V. Source: OMol25; level of theory: ωB97M-V with the def2-TZVPD basis set.

Each line ends with the Mulliken spin population.
Element x y z (Å)
1 V -0.192 1.313 -2.008  2.1108
2 Br -2.198 2.542 -1.401  0.0054
3 C -2.365 -0.284 0.900  -0.0134
4 C -3.439 -0.124 1.731  -0.0018
5 C -4.518 -1.028 1.676  -0.0004
6 C -4.438 -2.107 0.849  0.0004
7 C -3.345 -2.286 -0.037  -0.0009
8 C -3.311 -3.418 -0.880  0.0044
9 C -2.289 -3.573 -1.772  -0.0026
10 C -1.314 -2.574 -1.905  0.0086
11 C -1.328 -1.434 -1.128  -0.0151
12 C -2.309 -1.312 -0.092  0.0094
13 H -3.472 0.689 2.436  -0.0009
14 H -5.374 -0.880 2.320  0.0000
15 H -5.226 -2.850 0.838  0.0000
16 H -4.107 -4.147 -0.804  0.0003
17 H -2.250 -4.443 -2.414  0.0000
18 H -0.555 -2.645 -2.674  0.0002
19 O 1.718 1.837 -1.570  0.0159
20 S 3.187 1.517 -1.346  0.0003
21 C 3.272 1.002 0.379  0.0034
22 C 2.253 -0.085 0.708  -0.0043
23 C 1.586 0.088 2.073  -0.0019
24 C 0.173 -0.481 2.072  0.0004
25 S -0.896 0.686 1.181  0.0100
26 O -0.452 -0.466 -1.412  -0.0617
27 C -1.249 1.901 2.429  -0.0014
28 C -1.528 1.571 3.754  0.0008
29 C -1.727 2.586 4.672  -0.0001
30 C -1.642 3.916 4.271  0.0002
31 C -1.356 4.233 2.953  -0.0005
32 C -1.153 3.224 2.021  0.0018
33 C 3.528 -0.069 -2.100  -0.0007
34 C 4.750 -0.675 -1.824  -0.0001
35 C 5.054 -1.884 -2.425  0.0003
36 C 4.151 -2.473 -3.302  -0.0001
37 C 2.950 -1.845 -3.588  0.0026
38 C 2.634 -0.630 -2.993  0.0243
39 H 3.102 1.923 0.941  -0.0001
40 H 4.310 0.714 0.549  -0.0008
41 H 2.722 -1.068 0.653  0.0005
42 H 1.484 -0.091 -0.067  0.0192
43 H 1.536 1.143 2.360  0.0003
44 H 2.163 -0.401 2.860  -0.0005
45 H -0.236 -0.618 3.070  0.0003
46 H 0.084 -1.427 1.533  -0.0008
47 H -1.609 0.541 4.076  -0.0002
48 H -1.951 2.341 5.702  0.0000
49 H -1.799 4.704 4.995  0.0000
50 H -1.289 5.267 2.641  -0.0001
51 H -0.950 3.458 0.985  0.0013
52 H 5.471 -0.213 -1.159  0.0001
53 H 6.000 -2.364 -2.213  0.0000
54 H 4.393 -3.417 -3.771  0.0000
55 H 2.255 -2.292 -4.287  0.0000
56 H 1.706 -0.135 -3.240  -0.0326
57 C -0.150 1.538 -4.030  -0.1057
58 H 0.739 1.188 -4.558  0.0079
59 H -0.159 2.637 -4.082  0.0077
60 H -1.045 1.181 -4.542  0.0103

Output
**Charge**: +1
**Multiplicity**: 3
**LUMO energy (spin up / spin down)**: -2.61 / -2.59 eV
**Gap between HOMO and LUMO (spin up / spin down)**: 7.77 / 7.91 eV
**Highest occupied orbital energy (spin up / spin down)**: -10.381 / -10.498 eV
**Expectation value of S²**: 2.023

Record 4
2 unconnected molecules or ions with the total composition C5H7NO. Source: OMol25; level of theory: ωB97M-V with the def2-TZVPD basis set.

Each line ends with the Mulliken charge.
Element x y z (Å)
1 C -0.881 1.118 -1.842  -0.6842
2 C 0.072 0.287 -1.533  0.2191
3 C 1.004 -0.546 -1.139  -0.2671
4 C 1.724 -0.329 0.149  0.0667
5 O 1.840 0.754 0.683  -0.5002
6 H -1.917 0.926 -1.568  0.2557
7 H -0.665 2.026 -2.395  0.2382
8 H 1.252 -1.417 -1.741  0.3608
9 H 2.193 -1.233 0.576  0.2867
10 C -0.903 0.078 1.794  -0.3294
11 N -0.423 -1.066 1.529  -0.3944
12 H -0.266 0.956 1.651  0.2706
13 H -1.923 0.253 2.153  0.2653
14 H -1.107 -1.808 1.683  0.2122

Output
**Charge**: 0
**Multiplicity**: 1
**LUMO energy**: 0.78 eV
**Structure (SMILES)**: C=C=CC=O.C=N
**Gap between HOMO and LUMO**: 10.35 eV
**Highest occupied orbital energy**: -9.564 eV

It is found that the ΔE to the lowest compared entry with this formula, charge and spin values, taken in the order of the records, are 26.74; 0.00; 0.00; 73.41 kcal per mole.